17
Properties=species:S:1:pos:R:3 method="wB97M-V/def2-TZVPD" de_lowest_ev=2.261 spin_multiplicity=1 total_energy_ha=-1370.6712 max_force_ev_per_a=3.10 homo_lumo_gap_ev="9.11 / 4.87" charge=0 e_lumo_ev="-0.051 / -1.833"
C 1.115 -0.359 0.065
C 1.616 1.037 -0.262
C 3.046 1.292 0.235
C -4.385 -1.488 0.011
O -2.935 -1.583 -0.326
P -1.772 -0.959 0.602
S -0.332 -0.979 -0.876
S 0.607 2.326 0.511
H 1.880 -1.126 -0.022
H 0.681 -0.472 1.062
H 1.571 1.207 -1.306
H 3.057 2.336 0.286
H 3.571 0.927 -0.683
H 3.122 0.860 1.200
H -4.672 -2.532 -0.304
H -4.974 -0.800 -0.728
H -4.553 -1.100 1.064

=====

20
Properties=species:S:1:pos:R:3 method="wB97M-V/def2-TZVPD" de_lowest_ev=2.849 spin_multiplicity=1 total_energy_ha=-307.5169 max_force_ev_per_a=5.65 homo_lumo_gap_ev=10.55 charge=+1 e_lumo_ev=-4.050
C 2.084 -1.029 0.768
C 0.639 -1.187 1.549
C -0.150 0.349 1.512
C -0.191 0.826 0.113
N -0.936 -0.150 -0.742
C -1.310 0.177 -1.897
N -1.362 1.487 -2.317
H 1.641 -1.111 -0.246
H 2.549 -1.952 0.874
H 2.693 -0.123 0.928
H 0.748 -1.598 2.525
H -0.010 -1.966 1.115
H -1.163 0.213 1.939
H 0.634 1.005 2.133
H 0.825 0.864 -0.364
H -0.743 1.825 -0.008
H -0.906 -1.163 -0.544
H -2.133 -0.367 -2.356
H -1.306 2.248 -1.662
H -1.603 1.653 -3.324

=====

126
Properties=species:S:1:pos:R:3 method="wB97M-V/def2-TZVPD" spin_multiplicity=1 total_energy_ha=-3710.9743 max_force_ev_per_a=4.06 homo_lumo_gap_ev=5.62 charge=+1 e_lumo_ev=-5.966
Pb -0.459 4.692 4.466
Pb -2.386 5.888 0.065
O -1.915 3.310 0.274
C -1.344 2.285 0.567
O -1.311 1.187 -0.154
B -0.315 0.253 0.364
O -0.083 0.811 1.743
C -0.497 1.997 1.835
O -0.115 2.762 2.722
O 0.957 0.251 -0.380
C 1.251 -1.012 -0.729
O 2.268 -1.438 -1.178
C 0.088 -1.869 -0.325
O -0.767 -1.136 0.419
O -0.060 -3.020 -0.625
O -8.365 4.616 7.103
C -7.699 5.055 6.227
O -7.037 4.297 5.323
B -5.906 5.043 4.812
O -6.142 6.437 5.171
C -7.206 6.484 5.978
O -7.583 7.405 6.645
O -5.777 4.806 3.360
C -4.699 4.143 3.038
O -4.328 3.859 1.928
C -3.941 3.953 4.346
O -4.632 4.430 5.286
O -2.790 3.494 4.426
O -4.357 4.999 -0.869
H -4.481 4.678 0.043
C -0.567 -5.852 -1.680
C 0.239 -5.930 -2.954
C 1.414 -4.934 -3.027
C 2.431 -5.148 -1.973
N 3.188 -5.390 -1.146
H 0.175 -5.799 -0.878
H -1.152 -6.748 -1.478
H -1.198 -4.965 -1.679
H -0.449 -5.657 -3.757
H 0.510 -6.978 -3.075
H 1.074 -3.911 -2.863
H 1.891 -5.123 -3.988
C 2.204 -2.255 -5.744
C 2.208 -1.210 -4.589
C 3.525 -0.579 -4.262
C 4.671 -1.441 -4.123
N 5.580 -2.109 -3.909
H 1.955 -1.733 -6.669
H 1.399 -2.994 -5.729
H 3.111 -2.855 -5.806
H 1.741 -1.625 -3.695
H 1.508 -0.443 -4.929
H 3.455 0.015 -3.343
H 3.814 0.273 -4.888
C 4.186 2.340 1.268
C 3.831 3.650 0.515
C 3.666 4.896 1.438
C 2.618 4.799 2.491
N 1.857 4.659 3.339
H 5.014 2.478 1.967
H 4.622 1.575 0.626
H 3.317 1.952 1.798
H 2.887 3.459 0.004
H 4.603 3.805 -0.236
H 3.536 5.837 0.900
H 4.603 5.148 1.942
C 6.930 -2.797 1.947
C 5.592 -3.001 1.246
C 5.502 -2.502 -0.226
C 6.425 -1.392 -0.638
N 7.161 -0.564 -0.943
H 7.625 -3.479 1.452
H 6.891 -3.009 3.013
H 7.350 -1.804 1.777
H 4.750 -2.787 1.906
H 5.469 -4.079 1.121
H 4.473 -2.430 -0.569
H 5.934 -3.298 -0.837
C -2.963 0.377 -5.361
C -2.075 -0.192 -4.240
C -2.786 -0.378 -2.891
C -3.432 0.805 -2.324
N -3.890 1.746 -1.852
H -3.461 1.230 -4.889
H -3.775 -0.320 -5.571
H -2.436 0.753 -6.233
H -1.228 0.497 -4.169
H -1.621 -1.104 -4.632
H -2.028 -0.686 -2.169
H -3.542 -1.152 -3.029
C -3.643 -5.717 0.112
C -2.670 -5.241 1.161
C -2.622 -3.752 1.520
C -3.813 -3.088 2.060
N -4.750 -2.574 2.487
H -3.552 -6.740 -0.245
H -3.601 -5.016 -0.725
H -4.661 -5.580 0.488
H -1.676 -5.441 0.749
H -2.671 -5.858 2.063
H -2.364 -3.245 0.587
H -1.806 -3.512 2.203
C -0.666 -1.440 4.701
C -2.032 -0.896 4.395
C -2.255 0.387 5.265
C -1.175 1.369 5.376
N -0.323 2.140 5.443
H -0.641 -2.420 4.218
H -0.433 -1.606 5.752
H 0.090 -0.798 4.246
H -2.726 -1.691 4.668
H -2.170 -0.674 3.338
H -2.569 0.181 6.287
H -3.014 0.893 4.663
C 2.780 3.652 -3.124
C 1.755 2.598 -2.714
C 0.291 2.988 -3.038
C -0.123 4.231 -2.339
N -0.482 5.168 -1.777
H 3.781 3.339 -3.415
H 2.816 4.325 -2.263
H 2.498 4.299 -3.958
H 1.961 2.369 -1.669
H 2.003 1.688 -3.264
H -0.460 2.240 -2.776
H 0.224 3.120 -4.118

=====

39
Properties=species:S:1:pos:R:3 method="wB97M-V/def2-TZVPD" spin_multiplicity=3 total_energy_ha=-4893.9897 max_force_ev_per_a=1.26 homo_lumo_gap_ev="4.65 / 4.41" charge=-2 e_lumo_ev="4.632 / 4.631"
V -1.284 -1.794 -0.660
C 1.813 3.639 -1.481
Si 2.269 2.811 0.149
C 1.493 3.711 1.613
C 4.139 3.123 0.328
C 2.006 0.955 0.189
C 3.079 0.080 0.251
C 2.875 -1.307 0.238
C 1.568 -1.738 0.178
N 0.507 -0.931 0.140
C 0.681 0.413 0.126
S -0.675 1.414 -0.075
H 2.061 4.704 -1.426
H 0.756 3.522 -1.703
H 2.390 3.200 -2.298
H 1.710 4.782 1.549
H 1.916 3.333 2.547
H 0.416 3.564 1.637
H 4.328 4.200 0.319
H 4.707 2.683 -0.493
H 4.534 2.727 1.265
H 4.096 0.458 0.284
H 3.688 -2.019 0.255
H 1.321 -2.796 0.134
C -4.957 -1.200 -0.311
O -3.745 -0.634 0.123
C -2.781 -1.629 0.541
C -3.351 -2.512 1.617
H -4.783 -2.082 -0.939
H -5.489 -0.448 -0.904
H -5.612 -1.500 0.522
H -4.013 -1.947 2.291
H -2.544 -2.923 2.230
H -3.917 -3.371 1.228
O -1.162 -5.124 -3.034
Se -1.889 -4.193 -1.930
O -2.005 -2.572 -2.443
O -0.840 -3.830 -0.642
O -3.306 -4.771 -1.415

=====

40
Properties=species:S:1:pos:R:3 method="wB97M-V/def2-TZVPD" de_lowest_ev=0.195 spin_multiplicity=1 total_energy_ha=-939.7067 max_force_ev_per_a=0.94 homo_lumo_gap_ev=8.68 charge=0 e_lumo_ev=-0.278
O -1.768 1.098 1.619
C -1.335 0.447 0.685
C 0.046 -0.146 0.782
C 0.350 -1.049 1.740
C 1.694 -1.510 1.908
C 2.076 -2.459 2.862
C 3.391 -2.850 2.964
C 4.353 -2.304 2.117
C 4.002 -1.367 1.168
C 2.672 -0.966 1.061
O 2.363 -0.041 0.123
C 1.095 0.425 -0.064
O 0.923 1.266 -0.912
N -2.038 0.207 -0.436
C -3.352 0.819 -0.530
C -3.286 2.315 -0.861
C -2.189 2.700 -1.851
C -2.390 2.226 -3.290
C -2.360 0.713 -3.530
C -1.220 -0.019 -2.814
C -1.620 -0.686 -1.490
H -0.422 -1.437 2.390
H 1.323 -2.873 3.515
H 3.682 -3.581 3.703
H 5.382 -2.616 2.203
H 4.732 -0.931 0.505
H -3.844 0.702 0.442
H -3.927 0.272 -1.275
H -4.262 2.630 -1.237
H -3.092 2.853 0.069
H -1.228 2.348 -1.476
H -2.138 3.791 -1.874
H -1.593 2.676 -3.887
H -3.339 2.616 -3.667
H -3.316 0.265 -3.255
H -2.250 0.562 -4.606
H -0.392 0.666 -2.637
H -0.851 -0.823 -3.456
H -2.443 -1.388 -1.681
H -0.769 -1.269 -1.125

=====

25
Properties=species:S:1:pos:R:3 method="wB97M-V/def2-TZVPD" de_lowest_ev=1.508 spin_multiplicity=1 total_energy_ha=-815.5020 max_force_ev_per_a=6.22 homo_lumo_gap_ev=9.82 charge=-1 e_lumo_ev=2.824
N 0.718 0.463 0.710
O -0.018 0.534 1.682
O 0.570 1.218 -0.321
O 1.187 -0.681 0.424
O 1.023 1.080 -3.760
H 0.307 1.347 -3.193
H 1.500 0.432 -3.224
O -1.373 -0.879 4.289
H -1.934 -0.185 3.979
H -0.665 -0.864 3.724
O -1.318 1.698 -2.139
H -1.762 2.465 -1.898
H -0.631 1.667 -1.483
O 0.692 -2.319 2.338
H 0.828 -2.794 1.484
H 0.810 -1.438 1.965
O -2.088 2.408 1.075
H -1.331 1.933 1.321
H -1.822 2.963 0.349
O 2.057 -0.677 -2.116
H 1.538 -0.515 -1.319
H 2.755 -1.325 -1.975
O -0.701 -2.200 -0.867
H -0.036 -2.874 -0.652
H -0.305 -1.456 -0.394

=====

18
Properties=species:S:1:pos:R:3 method="wB97M-V/def2-TZVPD" de_lowest_ev=0.761 spin_multiplicity=1 total_energy_ha=-401.3851 max_force_ev_per_a=1.05 homo_lumo_gap_ev=10.50 charge=0 e_lumo_ev=0.451
C 1.794 -1.138 1.613
C 0.297 -1.040 1.341
C 0.031 -0.714 -0.124
N -1.219 -0.231 -0.363
O 0.839 -0.920 -0.998
H 2.244 -0.157 1.689
H 2.189 -1.649 0.736
H 2.060 -1.719 2.491
H -0.154 -2.035 1.409
H -0.248 -0.485 2.108
H -1.899 -0.305 0.350
H -1.483 0.210 -1.221
O -1.671 -2.213 -4.168
H -1.301 -1.413 -3.789
H -2.564 -2.047 -4.472
O 0.332 5.503 0.790
H 0.702 4.623 0.926
H 0.051 5.732 1.683

=====

13
Properties=species:S:1:pos:R:3 method="wB97M-V/def2-TZVPD" de_lowest_ev=0.594 spin_multiplicity=1 total_energy_ha=-248.8141 max_force_ev_per_a=1.48 homo_lumo_gap_ev=9.75 charge=+1 e_lumo_ev=-5.145
C -1.928 -1.003 0.119
C -1.478 0.233 -0.075
C 0.291 1.774 0.205
N -0.191 0.600 0.302
O 1.886 -0.976 0.183
H -2.925 -1.276 -0.190
H -1.333 -1.768 0.588
H -2.073 1.014 -0.528
H 1.311 1.967 0.507
H -0.302 2.597 -0.176
H 2.137 -0.770 -0.723
H 0.437 -0.175 0.607
H 2.624 -1.420 0.611